Record 1
Formula: C29H68Br2ClNO15S10
Source: the Open Molecules 2025 dataset
Level of theory: the ωB97M-V functional and the def2-TZVPD basis

Element x y z (Å)
C (2.355, -1.404, -1.136)
C (2.319, -0.053, -2.020)
Br (3.762, -0.002, -3.432)
C (0.870, 0.349, -2.560)
C (0.206, -0.640, -3.636)
O (1.001, -1.533, -4.432)
C (0.880, -2.893, -4.097)
N (0.590, -4.074, -4.044)
O (-0.227, 0.318, -4.679)
C (-1.247, -0.485, -5.356)
O (-1.478, -0.353, -6.585)
O (-1.875, -1.436, -4.446)
C (-1.292, -1.051, -3.173)
Br (-1.440, -2.330, -1.616)
C (-2.272, 0.125, -2.674)
C (-3.827, -0.204, -2.631)
O (-4.598, 0.777, -2.369)
Cl (-4.659, -1.793, -2.932)
H (1.768, -1.262, -0.145)
H (3.467, -1.561, -0.840)
H (2.044, -2.349, -1.699)
H (2.629, 0.790, -1.284)
H (0.203, 0.540, -1.629)
H (0.978, 1.393, -3.058)
H (-1.939, 0.385, -1.591)
H (-2.160, 1.121, -3.256)
C (1.270, -0.730, 3.465)
S (0.814, 0.529, 2.254)
O (1.507, 0.188, 0.967)
C (1.734, 1.879, 3.024)
H (0.829, -1.680, 3.160)
H (2.356, -0.832, 3.508)
H (0.881, -0.450, 4.446)
H (2.791, 1.617, 3.093)
H (1.329, 2.074, 4.019)
H (1.620, 2.771, 2.407)
C (3.091, -7.576, -1.498)
S (3.782, -5.939, -1.182)
O (2.641, -4.974, -1.118)
C (4.563, -5.747, -2.800)
H (2.520, -7.884, -0.621)
H (2.429, -7.541, -2.366)
H (3.900, -8.287, -1.669)
H (3.811, -5.824, -3.588)
H (5.325, -6.518, -2.930)
H (5.032, -4.763, -2.842)
C (-7.585, 0.194, -0.779)
S (-7.367, 1.344, 0.596)
O (-6.417, 0.712, 1.564)
C (-9.032, 1.154, 1.269)
H (-6.642, 0.126, -1.324)
H (-7.856, -0.794, -0.401)
H (-8.362, 0.567, -1.449)
H (-9.215, 0.108, 1.521)
H (-9.763, 1.497, 0.534)
H (-9.112, 1.765, 2.170)
C (-2.700, 1.219, 2.983)
S (-2.600, 2.453, 4.297)
O (-1.238, 2.345, 4.909)
C (-3.762, 1.636, 5.413)
H (-2.015, 1.510, 2.186)
H (-2.411, 0.239, 3.368)
H (-3.718, 1.184, 2.590)
H (-3.409, 0.630, 5.647)
H (-4.746, 1.589, 4.942)
H (-3.828, 2.221, 6.331)
C (-6.843, 5.029, 0.262)
S (-7.747, 5.938, 1.532)
O (-8.693, 4.978, 2.183)
C (-8.708, 6.956, 0.391)
H (-6.199, 4.298, 0.753)
H (-7.543, 4.509, -0.395)
H (-6.228, 5.721, -0.316)
H (-9.293, 6.318, -0.274)
H (-8.033, 7.587, -0.190)
H (-9.380, 7.587, 0.974)
C (6.955, -0.266, 5.093)
S (5.735, 0.550, 4.041)
O (4.382, 0.250, 4.607)
C (5.972, -0.523, 2.607)
H (6.951, 0.222, 6.068)
H (6.698, -1.320, 5.215)
H (7.946, -0.169, 4.645)
H (5.775, -1.561, 2.881)
H (6.994, -0.418, 2.239)
H (5.273, -0.215, 1.827)
C (8.642, -7.817, 0.199)
S (7.163, -7.213, 1.042)
O (5.980, -7.639, 0.233)
C (7.452, -5.465, 0.699)
H (8.650, -8.907, 0.255)
H (8.628, -7.509, -0.848)
H (9.531, -7.424, 0.696)
H (7.511, -5.301, -0.379)
H (8.378, -5.148, 1.178)
H (6.619, -4.890, 1.107)
C (-3.229, 2.142, -7.281)
S (-2.544, 3.784, -6.972)
O (-3.689, 4.741, -6.896)
C (-1.782, 3.979, -8.598)
H (-3.789, 1.830, -6.398)
H (-3.899, 2.172, -8.142)
H (-2.418, 1.436, -7.461)
H (-2.541, 3.896, -9.378)
H (-1.016, 3.213, -8.736)
H (-1.318, 4.965, -8.646)
C (-7.928, 8.016, 7.250)
S (-7.393, 7.630, 5.568)
O (-8.036, 8.622, 4.653)
C (-8.315, 6.083, 5.426)
H (-7.495, 8.975, 7.538)
H (-9.017, 8.083, 7.289)
H (-7.574, 7.241, 7.933)
H (-9.380, 6.270, 5.578)
H (-7.949, 5.371, 6.168)
H (-8.158, 5.677, 4.426)
C (9.704, -3.942, -1.936)
S (10.916, -4.602, -0.770)
O (10.316, -4.519, 0.598)
C (12.092, -3.240, -0.929)
H (8.852, -4.622, -1.970)
H (9.368, -2.956, -1.608)
H (10.151, -3.876, -2.930)
H (11.609, -2.298, -0.663)
H (12.462, -3.197, -1.955)
H (12.927, -3.424, -0.252)

As for the frontier orbital gap: 8.2 eV. The spin multiplicity is 1. The calculation puts the molar mass at 1186.786 g/mol. Its charge is 0.

***

Record 2
Formula: C4H10P2
Source: the Open Molecules 2025 dataset
Level of theory: the ωB97M-V functional and the def2-TZVPD basis

Element x y z (Å)
C (1.036, 0.061, 0.641)
C (-1.017, 1.498, -0.650)
C (2.048, -1.393, -1.397)
C (-1.716, -0.319, 1.352)
P (0.934, -1.551, -0.217)
P (-0.535, 1.051, 1.056)
H (1.353, -0.238, 1.659)
H (1.887, 0.578, 0.187)
H (0.022, 1.716, -1.079)
H (-1.731, 2.420, -0.742)
H (2.352, -2.161, -2.029)
H (2.764, -0.544, -1.659)
H (-1.302, 0.598, -1.227)
H (-2.792, 0.089, 1.005)
H (-1.800, -0.540, 2.437)
H (-1.504, -1.264, 0.663)

As for the frontier orbital gap: 9.0 eV. The spin multiplicity is 1. The calculation puts the molar mass at 120.072 g/mol. The SMILES is C=PCP(C)C. Its charge is 0.

***

Record 3
Formula: C38H50IN5O5SSi4Ti
Source: the Open Molecules 2025 dataset
Level of theory: the ωB97M-V functional and the def2-TZVPD basis

Element x y z (Å)
Ti (0.577, 1.893, -0.753)
C (-0.594, 5.708, -4.660)
C (0.403, 4.898, -5.190)
C (0.703, 3.670, -4.624)
C (0.004, 3.202, -3.491)
C (-1.014, 4.031, -2.973)
C (-1.297, 5.258, -3.547)
N (0.332, 2.044, -2.821)
C (0.895, 0.965, -3.499)
C (0.626, 0.570, -4.808)
C (1.265, -0.536, -5.361)
C (2.186, -1.260, -4.616)
C (2.458, -0.903, -3.300)
C (1.795, 0.185, -2.730)
N (1.943, 0.627, -1.432)
N (3.008, 0.109, -0.720)
C (3.013, 0.653, 0.462)
C (4.085, 0.436, 1.400)
C (4.070, 1.051, 2.606)
C (2.991, 1.920, 2.949)
C (2.015, 2.121, 2.014)
N (1.993, 1.539, 0.796)
H (-0.828, 6.664, -5.113)
H (0.967, 5.231, -6.055)
H (1.496, 3.062, -5.038)
H (-1.593, 3.662, -2.136)
H (-2.094, 5.863, -3.129)
H (-0.096, 1.128, -5.392)
H (1.028, -0.836, -6.375)
H (2.681, -2.120, -5.054)
H (3.164, -1.456, -2.697)
H (4.882, -0.229, 1.095)
H (4.874, 0.880, 3.314)
H (2.938, 2.412, 3.911)
H (1.174, 2.780, 2.223)
O (-3.136, -1.184, -3.438)
C (-2.455, -0.756, -2.492)
C (-2.473, 0.697, -1.995)
O (-3.180, 1.589, -2.405)
C (-1.563, 0.802, -0.817)
C (-1.101, -0.456, -0.584)
O (-0.354, -0.954, 0.391)
C (-1.589, -1.423, -1.583)
O (-1.234, -2.629, -1.387)
O (-1.295, 1.946, -0.170)
C (-3.865, 2.279, 1.491)
S (-2.432, 2.013, 2.545)
C (-3.249, 2.073, 4.151)
H (-4.611, 1.497, 1.641)
H (-3.501, 2.238, 0.467)
H (-4.322, 3.254, 1.669)
H (-3.702, 3.047, 4.351)
H (-2.487, 1.883, 4.907)
H (-4.016, 1.301, 4.241)
I (3.509, 3.635, -1.914)
C (2.124, 4.533, -0.647)
C (2.453, 5.763, -0.086)
C (1.533, 6.418, 0.705)
C (0.294, 5.820, 0.884)
C (0.052, 4.600, 0.296)
N (0.957, 3.930, -0.438)
H (3.429, 6.182, -0.283)
H (1.775, 7.369, 1.160)
H (-0.488, 6.276, 1.476)
H (-0.896, 4.089, 0.422)
C (2.789, -3.453, -0.288)
Si (1.066, -4.224, -0.180)
C (1.182, -5.735, 0.962)
C (0.608, -4.848, -1.904)
Si (-0.446, -2.661, 0.718)
Si (0.427, -2.359, 2.942)
C (-0.125, -3.732, 4.148)
C (-0.147, -0.701, 3.655)
C (2.311, -2.405, 3.131)
Si (-2.615, -3.422, 1.268)
C (-3.871, -3.288, -0.137)
C (-2.560, -5.240, 1.805)
C (-3.390, -2.414, 2.683)
H (3.398, -4.065, -0.965)
H (3.297, -3.414, 0.677)
H (2.763, -2.434, -0.681)
H (1.856, -6.473, 0.516)
H (0.210, -6.210, 1.110)
H (1.584, -5.468, 1.942)
H (1.333, -5.607, -2.224)
H (0.625, -4.022, -2.615)
H (-0.392, -5.282, -1.934)
H (-1.199, -3.754, 4.339)
H (0.383, -3.570, 5.106)
H (0.170, -4.721, 3.786)
H (-1.232, -0.621, 3.706)
H (0.220, 0.116, 3.031)
H (0.263, -0.569, 4.664)
H (2.702, -3.406, 2.934)
H (2.555, -2.152, 4.170)
H (2.825, -1.695, 2.485)
H (-3.545, -3.820, -1.029)
H (-4.043, -2.248, -0.423)
H (-4.828, -3.700, 0.207)
H (-2.258, -5.870, 0.964)
H (-3.555, -5.565, 2.127)
H (-1.861, -5.414, 2.626)
H (-3.371, -1.349, 2.439)
H (-2.915, -2.545, 3.656)
H (-4.441, -2.716, 2.771)

As for the frontier orbital gap (spin up / spin down): 4.4 / 4.6 eV. The spin multiplicity is 3. The calculation puts the molar mass at 976.030 g/mol. Its charge is -2.

***

Record 4
Formula: C45H54FN7O3P2S5Sn
Source: the Open Molecules 2025 dataset
Level of theory: the ωB97M-V functional and the def2-TZVPD basis

Element x y z (Å)
Sn (14.419, 13.731, 15.639)
N (11.911, 12.637, 13.116)
C (11.391, 13.973, 13.304)
C (10.603, 14.397, 12.037)
C (10.259, 15.821, 11.690)
C (9.388, 16.602, 12.665)
N (8.381, 15.715, 13.309)
C (8.318, 15.465, 14.574)
N (9.350, 15.743, 15.382)
N (7.259, 14.828, 15.000)
C (12.421, 14.968, 13.735)
O (12.185, 16.149, 13.981)
O (13.611, 14.413, 13.871)
H (12.555, 12.597, 12.349)
H (11.144, 12.022, 12.973)
H (10.679, 13.842, 14.091)
H (9.728, 13.776, 12.102)
H (11.126, 13.955, 11.210)
H (9.797, 15.789, 10.748)
H (11.213, 16.413, 11.443)
H (8.846, 17.381, 12.122)
H (9.959, 17.044, 13.421)
H (7.644, 15.435, 12.705)
H (10.280, 16.012, 15.069)
H (9.403, 15.410, 16.336)
H (6.640, 14.490, 14.286)
H (7.195, 14.511, 15.991)
C (17.909, 16.168, 16.829)
N (16.706, 15.443, 16.465)
P (15.272, 15.701, 17.233)
C (14.893, 17.437, 16.933)
C (14.204, 17.727, 15.739)
C (14.089, 19.077, 15.366)
C (14.487, 20.074, 16.218)
C (15.216, 19.806, 17.397)
C (15.377, 18.472, 17.753)
C (15.536, 15.298, 18.960)
C (16.642, 14.517, 19.287)
C (16.972, 14.307, 20.605)
C (16.230, 14.873, 21.620)
C (15.127, 15.652, 21.284)
C (14.740, 15.831, 19.983)
P (16.766, 14.523, 15.005)
C (17.266, 15.596, 13.696)
C (16.315, 16.337, 13.015)
C (16.655, 17.384, 12.221)
C (17.987, 17.788, 12.152)
C (18.950, 17.120, 12.880)
C (18.609, 15.967, 13.576)
C (17.969, 13.171, 15.083)
C (18.611, 12.732, 13.880)
C (19.547, 11.740, 13.886)
C (19.872, 11.139, 15.071)
C (19.242, 11.507, 16.267)
C (18.331, 12.521, 16.282)
H (17.788, 16.516, 17.899)
H (18.167, 17.028, 16.183)
H (18.821, 15.557, 16.857)
H (13.813, 16.936, 15.118)
H (13.550, 19.361, 14.478)
H (14.367, 21.082, 15.873)
H (15.538, 20.613, 18.002)
H (16.033, 18.240, 18.638)
H (17.203, 13.990, 18.547)
H (17.849, 13.791, 20.875)
H (16.489, 14.632, 22.625)
H (14.486, 16.126, 22.038)
H (13.839, 16.367, 19.755)
H (15.258, 16.240, 13.233)
H (15.874, 17.955, 11.767)
H (18.201, 18.636, 11.604)
H (19.951, 17.418, 12.814)
H (19.320, 15.470, 14.257)
H (18.424, 13.179, 12.879)
H (19.983, 11.421, 12.980)
H (20.621, 10.350, 15.134)
H (19.559, 11.018, 17.169)
H (17.923, 12.815, 17.268)
F (15.446, 12.667, 16.988)
C (10.588, 16.054, 20.110)
S (11.227, 15.417, 18.510)
C (12.017, 13.985, 19.078)
C (12.491, 13.040, 18.206)
S (12.307, 12.961, 16.391)
S (13.372, 11.683, 18.990)
C (13.375, 12.228, 20.616)
S (14.042, 11.625, 21.999)
S (12.305, 13.595, 20.773)
H (9.995, 16.922, 19.914)
H (11.366, 16.326, 20.838)
H (9.953, 15.325, 20.623)
C (15.861, 11.453, 7.474)
C (16.982, 11.196, 8.471)
N (16.549, 10.646, 9.812)
C (17.051, 9.387, 10.258)
C (16.542, 8.170, 9.471)
C (15.802, 11.454, 10.617)
O (15.551, 12.620, 10.368)
C (15.278, 11.040, 11.993)
C (14.908, 9.797, 12.453)
C (14.371, 9.647, 13.743)
C (14.252, 10.734, 14.560)
N (14.646, 11.937, 14.141)
C (15.118, 12.113, 12.883)
H (16.287, 11.615, 6.476)
H (15.237, 12.297, 7.737)
H (15.250, 10.553, 7.397)
H (17.476, 12.147, 8.618)
H (17.547, 10.375, 8.043)
H (16.913, 9.277, 11.326)
H (18.169, 9.415, 10.139)
H (15.411, 8.013, 9.572)
H (17.064, 7.245, 9.775)
H (16.633, 8.275, 8.421)
H (15.000, 8.888, 11.862)
H (14.037, 8.651, 14.057)
H (13.853, 10.707, 15.585)
H (15.387, 13.119, 12.598)

As for the frontier orbital gap: 6.7 eV. The spin multiplicity is 1. The calculation puts the molar mass at 1100.965 g/mol. Its charge is +2.

***

Record 5
Formula: C20H28Br3F12NO9
Source: the Open Molecules 2025 dataset
Level of theory: the ωB97M-V functional and the def2-TZVPD basis

Element x y z (Å)
C (6.598, -2.928, -1.296)
C (5.736, -1.724, -1.703)
O (5.061, -1.686, -2.726)
N (5.758, -0.696, -0.824)
C (4.911, 0.452, -0.997)
H (7.190, -2.658, -0.420)
H (7.286, -3.035, -2.138)
H (6.105, -3.875, -1.108)
H (6.269, -0.844, 0.027)
H (4.999, 1.166, -0.179)
H (3.870, 0.127, -1.033)
H (5.119, 1.026, -1.901)
C (2.760, -3.845, -2.489)
C (1.937, -2.558, -2.623)
O (1.441, -2.605, -3.961)
C (0.757, -1.590, -4.447)
O (0.254, -0.721, -3.783)
C (0.605, -1.671, -5.975)
F (-0.410, -2.528, -6.199)
F (0.327, -0.515, -6.532)
F (1.689, -2.169, -6.564)
H (2.119, -4.718, -2.620)
H (3.129, -3.925, -1.463)
H (3.600, -3.829, -3.175)
H (2.649, -1.742, -2.498)
H (1.144, -2.507, -1.882)
C (-4.726, -3.692, 0.611)
C (-3.416, -2.955, 0.221)
O (-3.705, -1.964, -0.732)
C (-3.664, -2.227, -2.031)
O (-3.045, -3.097, -2.545)
C (-4.337, -1.136, -2.895)
F (-5.029, -0.238, -2.186)
F (-3.364, -0.499, -3.534)
F (-5.194, -1.722, -3.732)
H (-5.323, -3.974, -0.255)
H (-5.234, -2.881, 1.131)
H (-4.509, -4.582, 1.195)
H (-2.562, -3.583, -0.049)
H (-3.091, -2.494, 1.154)
C (-3.451, 5.316, -1.762)
C (-3.582, 4.987, -0.273)
O (-3.395, 3.570, -0.129)
C (-3.093, 3.134, 1.078)
O (-2.861, 3.824, 2.021)
C (-2.962, 1.613, 1.173)
F (-2.787, 1.008, 0.011)
F (-1.903, 1.324, 1.949)
F (-4.019, 1.060, 1.780)
H (-3.201, 6.365, -1.882)
H (-4.393, 5.094, -2.264)
H (-2.726, 4.617, -2.172)
H (-4.514, 5.221, 0.248)
H (-2.842, 5.550, 0.301)
C (-0.379, 0.719, 5.656)
C (-0.796, 2.169, 5.505)
O (0.164, 2.925, 4.759)
C (1.314, 3.247, 5.284)
O (1.662, 3.064, 6.416)
C (2.189, 4.165, 4.406)
F (1.519, 4.645, 3.356)
F (2.647, 5.172, 5.144)
F (3.252, 3.491, 3.933)
H (-0.042, 0.362, 4.686)
H (-1.168, 0.149, 6.146)
H (0.459, 0.551, 6.338)
H (-1.018, 2.757, 6.399)
H (-1.712, 2.218, 4.916)
C (0.678, -0.655, 1.890)
Br (1.802, -1.658, 3.149)
Br (-0.237, -1.834, 0.625)
Br (1.730, 0.653, 0.928)
H (-0.043, -0.181, 2.539)

As for the frontier orbital gap: 9.6 eV. The spin multiplicity is 1. The calculation puts the molar mass at 894.130 g/mol. Its charge is 0.

***

> Look up the charge of the fifth one.

0

***

> Which value of spin multiplicity does entry 3 give?

3

***

What did the second record say?
Formula: C4H10P2
Source: the Open Molecules 2025 dataset
Level of theory: the ωB97M-V functional and the def2-TZVPD basis

Element x y z (Å)
C (1.036, 0.061, 0.641)
C (-1.017, 1.498, -0.650)
C (2.048, -1.393, -1.397)
C (-1.716, -0.319, 1.352)
P (0.934, -1.551, -0.217)
P (-0.535, 1.051, 1.056)
H (1.353, -0.238, 1.659)
H (1.887, 0.578, 0.187)
H (0.022, 1.716, -1.079)
H (-1.731, 2.420, -0.742)
H (2.352, -2.161, -2.029)
H (2.764, -0.544, -1.659)
H (-1.302, 0.598, -1.227)
H (-2.792, 0.089, 1.005)
H (-1.800, -0.540, 2.437)
H (-1.504, -1.264, 0.663)

As for the frontier orbital gap: 9.0 eV. The spin multiplicity is 1. The calculation puts the molar mass at 120.072 g/mol. The SMILES is C=PCP(C)C. Its charge is 0.

***

> Look up the spin multiplicity of the fifth one.

1